A structure of composition C22H29N2S2SiTl, computed with ωB97M-V/def2-TZVPD.

Element x y z (Å)
H: -2.456 -2.559 -0.550
H: 1.588 -1.571 1.174
H: -0.321 3.968 2.264
H: -0.157 2.833 0.916
H: -3.283 3.332 2.652
Tl: -2.260 2.121 -2.400
C: 4.696 -2.439 -4.113
H: -1.318 -3.880 -0.291
H: 5.343 -1.463 -0.937
H: -2.558 -2.509 5.285
C: 0.873 -2.620 -0.548
H: -2.425 6.114 2.303
Si: -2.171 4.265 0.635
H: -3.544 6.320 0.950
C: 4.834 -1.530 -1.893
H: 1.145 -2.744 -1.601
C: 3.110 0.100 -1.033
H: -3.363 4.468 -1.498
H: 3.787 0.154 -0.178
N: -0.451 -2.012 -0.425
C: -2.527 6.022 1.217
H: 5.089 -3.081 -4.891
H: 0.297 4.527 0.705
C: 3.688 -0.779 -2.115
H: -4.405 3.408 1.290
C: -2.359 -2.586 4.224
N: 1.822 -0.423 -0.570
C: 3.047 -0.862 -3.351
C: -0.425 3.858 1.181
S: 0.506 1.585 -1.668
C: -3.064 -2.297 1.943
H: 3.046 -1.744 -5.301
H: 6.236 -2.936 -2.706
C: -3.375 3.174 1.574
H: 0.074 -3.554 2.087
H: -1.630 4.725 -1.726
C: -1.567 -2.859 0.000
H: -3.201 2.115 1.375
H: 2.944 1.109 -1.398
H: -0.380 -3.375 4.489
C: 0.637 0.127 -0.896
C: -1.841 -2.772 1.487
H: -1.839 6.736 0.754
C: -0.600 -0.675 -0.550
H: -4.280 -1.828 3.644
C: -0.881 -3.161 2.418
S: -2.068 0.061 -0.391
C: -1.135 -3.067 3.777
H: 2.155 -0.272 -3.530
C: -2.371 4.120 -1.189
H: 0.853 -3.604 -0.085
C: 3.548 -1.689 -4.343
C: -3.325 -2.206 3.304
C: 1.861 -1.706 0.124
H: 2.872 -2.102 0.069
H: -3.810 -1.979 1.225
C: 5.340 -2.358 -2.889

Kohn-Sham gap	5.3	eV

An isolated molecule of C4H9NO2 in a non-equilibrium geometry, computed with ωB97M-V/def2-TZVPD.

Element x y z (Å)
C: -0.997 0.858 -0.577
H: -1.645 -0.327 1.206
H: -2.879 0.680 0.556
H: 2.696 -2.262 0.034
H: -1.368 1.697 -1.141
H: -1.037 -0.021 -1.222
H: 2.210 0.298 0.150
O: 0.816 2.249 0.114
H: -1.632 1.429 1.413
C: 0.969 -1.322 -0.242
C: -1.807 0.621 0.688
H: 0.927 -1.745 -1.243
C: 0.450 1.138 -0.224
H: 0.045 -1.393 0.299
N: 1.345 0.104 -0.334
O: 1.908 -2.004 0.523

Kohn-Sham gap	10.2	eV
SMILES	CCC(=O)NCO

An isolated molecule of CH5Cl2PSi in a non-equilibrium geometry, computed with ωB97M-V/def2-TZVPD.

Element x y z (Å)
H: -0.926 2.376 0.285
Si: 0.890 -0.099 0.042
H: -1.132 -1.476 -0.525
C: -0.575 -1.264 0.383
P: 0.040 2.363 -0.719
H: -0.851 1.808 -1.631
H: -1.261 -0.828 1.103
Cl: 2.052 -0.818 -1.449
Cl: 1.989 0.150 1.725
H: -0.226 -2.212 0.787

Kohn-Sham gap	9.5	eV
SMILES	C[Si](P)(Cl)Cl

An isolated molecule of C3H3NO in a non-equilibrium geometry, computed with ωB97M-V/def2-TZVPD.

Element x y z (Å)
C: -0.328 1.025 -1.254
O: -1.899 -0.657 1.519
H: -0.560 1.619 -2.124
H: 1.466 -0.307 1.264
C: 0.721 -0.528 0.515
H: 0.907 -1.401 -0.095
N: 0.650 0.462 -0.848
C: -0.958 -0.213 1.024

Kohn-Sham gap (alpha / beta)	7.8 / 7.7	eV

ΔE to the lowest compared entry with this formula, charge and spin values, unit kcal/mol, following the record order: 0.0, 23.6, 6.7, 118.1.